*i*
19
Properties=species:S:1:pos:R:3 method="wB97M-V/def2-TZVPD" homo_lumo_gap_ev=6.23 total_charge=+1
C 0.73338 3.73351 -1.16907
C 0.89412 2.56028 -1.84810
C 0.10599 3.62328 0.05213
C 0.59470 1.46017 -1.03590
C -1.79340 -2.13248 0.95975
C 0.08110 -3.61497 1.72864
N -0.38022 -2.65371 1.03568
S -0.15054 1.94795 0.43897
S 0.89403 -0.25109 -1.43218
H 0.94532 4.67837 -1.75722
H 1.46698 2.58400 -2.77890
H -0.04601 4.42754 0.78089
H -2.02723 -1.73297 -0.03751
H -2.50552 -3.01470 1.27465
H -1.77817 -1.20924 1.55438
H 1.13499 -3.91658 1.43885
H -0.39157 -4.26094 2.51512
H 0.12242 -2.11061 0.31946
H 2.09962 -0.11781 -2.03961

---

*ii*
19
Properties=species:S:1:pos:R:3 method="wB97M-V/def2-TZVPD" homo_lumo_gap_ev=9.02 total_charge=+1 smiles=C[NH2+]CSc1cccs1
C 2.72543 1.28720 0.52299
N 1.85766 0.58261 -0.50829
C 1.55099 -0.86542 -0.31427
S 0.16388 -1.48876 -1.32528
C -1.27034 -0.83273 -0.54118
C -2.36929 -1.48029 0.03928
C -3.38974 -0.54751 0.39425
C -2.99312 0.77387 0.38236
S -1.45231 0.88850 -0.37254
H 2.13630 1.22040 1.40004
H 3.59182 0.70523 0.67371
H 3.08490 2.22777 -0.01761
H 2.18181 0.99456 -1.44963
H 0.89305 0.98345 -0.54962
H 1.26307 -1.17458 0.79577
H 2.43815 -1.52461 -0.53923
H -2.66457 -2.48662 -0.09481
H -4.16844 -0.90091 1.00213
H -3.57924 1.63782 0.50193

---

The least stable of them is *i*.

---

*i*
21
Properties=species:S:1:pos:R:3 method="wB97M-V/def2-TZVPD" homo_lumo_gap_ev=7.93 total_charge=-1
C 0.90567 -2.90050 1.30250
N -0.18376 -2.04378 1.75348
C 0.30301 -0.63502 1.90070
O 0.61360 -0.04620 0.72157
H 1.48868 -2.42352 0.50887
H 0.56728 -3.86751 0.94278
H 1.58060 -3.04058 2.14858
H -0.87330 -1.96860 1.01039
H 1.16774 -0.71962 2.58525
H -0.52089 -0.11284 2.41818
C -1.79404 1.42802 -1.85501
N -0.76773 1.58682 -0.87433
C 0.48148 2.02428 -1.43258
O 1.50462 2.02839 -0.48310
H -2.07770 2.40336 -2.28580
H -2.68761 1.00528 -1.39597
H -1.50638 0.80587 -2.72280
H -0.55998 0.76635 -0.25358
H 0.76472 1.38980 -2.30304
H 0.34497 3.03520 -1.84145
H 1.24903 1.28480 0.15537

---

*ii*
21
Properties=species:S:1:pos:R:3 method="wB97M-V/def2-TZVPD" homo_lumo_gap_ev=7.36 total_charge=-1
C -0.57754 -0.54586 -0.18763
N 0.18594 -0.16242 1.01324
C -0.43069 1.00837 1.76627
O -1.10332 0.62843 2.86506
C 0.10934 -0.02368 -1.43369
N 1.35529 -0.75674 -1.66316
C 2.43764 0.07858 -2.12904
H -0.59579 -1.63372 -0.28283
H -1.59371 -0.13638 -0.16844
H 0.05223 -0.92676 1.66717
H 0.41572 1.66133 2.02558
H -1.06069 1.52258 1.00353
H -0.51665 -0.12434 -2.33212
H 0.36016 1.04242 -1.35628
H 1.63854 -1.15196 -0.76397
H 3.37154 -0.49122 -2.16843
H 2.26144 0.40487 -3.16030
H 2.63247 0.96222 -1.52183
H -2.39949 0.09990 2.51022
H -3.16929 -1.18835 2.06133
O -3.37316 -0.26729 2.25532

---

The least stable of them is *i*.

---

*i*
60
Properties=species:S:1:pos:R:3 method="wB97M-V/def2-TZVPD" homo_lumo_gap_ev=10.13 total_charge=0
O -1.51813 1.13560 2.65223
H -1.47936 0.77886 1.76484
H -1.01825 0.51494 3.18244
O 2.84509 0.04082 -5.56927
H 2.28273 0.18897 -4.80899
H 3.51316 0.72379 -5.51035
O 2.39969 -1.45864 -1.96287
H 3.00201 -2.10596 -2.32952
H 1.54604 -1.89149 -1.97449
O 2.73989 -4.98618 -1.13573
H 2.21064 -4.20525 -0.97361
H 2.95889 -4.93872 -2.06633
O 3.91352 0.79970 -1.13694
H 3.44233 -0.02838 -1.22902
H 3.60119 1.16267 -0.30813
O -3.55727 2.24161 -2.03859
H -3.68922 2.46434 -2.96012
H -4.40313 2.41625 -1.62599
O -0.67024 -3.70052 4.04374
H 0.27620 -3.77453 4.16621
H -0.82361 -2.76392 3.91926
O -0.47158 0.43297 0.24377
H 0.12072 -0.01915 -0.35707
H -0.81380 1.16830 -0.26458
O 2.47509 0.58960 2.17764
H 2.02066 -0.21905 2.41390
H 2.72222 0.97976 3.01605
O -0.96800 2.27486 -1.57991
H -0.88759 3.14051 -1.98042
H -1.89278 2.04907 -1.68004
O -3.87736 0.57432 4.36423
H -3.15775 0.74429 3.75637
H -4.05663 1.42374 4.76744
O 2.59726 3.28718 0.73855
H 2.33883 2.61620 1.37039
H 1.79641 3.47823 0.25031
O 1.45242 -4.30271 1.76586
H 0.89221 -4.66116 1.07745
H 1.50697 -5.00071 2.41859
O 0.39582 -3.28757 -1.90693
H -0.12846 -3.80642 -1.29688
H 0.00685 -3.45996 -2.76437
O 1.20144 1.55865 -3.13259
H 0.40700 1.72222 -2.62431
H 1.85644 1.30947 -2.48058
O 0.62979 -1.15782 4.19959
H 1.32129 -1.69630 4.58443
H 0.10100 -0.87663 4.94628
O -1.02420 4.91937 -2.73542
H -1.17232 5.69181 -2.18987
H -0.39498 5.20916 -3.39598
O -3.03138 3.32444 3.78815
H -2.60948 3.73613 4.54231
H -2.38336 2.70008 3.46186
O -2.44467 -2.37824 -0.46432
H -2.32923 -1.92554 -1.29977
H -1.89063 -1.89528 0.14889
O -2.68069 -0.49620 -2.33448
H -2.30407 -0.78717 -3.16498
H -2.89578 0.42537 -2.47830

---

*ii*
60
Properties=species:S:1:pos:R:3 method="wB97M-V/def2-TZVPD" homo_lumo_gap_ev=10.29 total_charge=0
O 1.66530 -2.67554 4.23062
H 1.10417 -2.44502 4.96722
H 1.32015 -3.38244 3.68464
O 0.39876 -4.59118 2.14245
H 0.13523 -4.66473 1.21056
H -0.37744 -4.11059 2.46297
O -0.95495 -4.85162 -0.36469
H -1.90480 -4.70958 -0.42749
H -0.61206 -4.62681 -1.23510
O 3.13011 1.04597 -3.71521
H 4.04447 0.77037 -3.69661
H 2.53791 0.32900 -3.44860
O -0.39894 1.53108 3.07590
H 0.33934 0.94164 2.87163
H -0.34524 1.59011 4.03486
O 1.63923 -1.24390 -3.35920
H 0.68682 -1.33409 -3.19866
H 1.88620 -1.89410 -2.69462
O -3.43011 1.37765 0.43084
H -3.78844 2.07126 -0.12017
H -2.53741 1.09463 0.58115
O 3.79631 -2.85917 -2.62723
H 3.25840 -3.33089 -3.26632
H 3.30583 -2.07720 -2.39356
O -2.25757 -2.39229 4.21293
H -2.94826 -1.92073 3.74133
H -2.45495 -2.35340 5.14773
O -2.52558 -2.25603 -1.06087
H -2.08118 -1.40938 -1.12991
H -2.28740 -2.73040 -1.86279
O 2.29523 3.30002 3.05026
H 2.18464 2.43413 2.66811
H 1.45719 3.63723 3.36075
O 2.52509 1.07320 1.51046
H 2.86983 1.93729 1.22889
H 3.17864 0.54654 1.02820
O -4.24108 3.23605 -2.14092
H -3.37605 3.65512 -2.18757
H -4.26772 2.58146 -2.84324
O 0.13476 1.80058 -3.11339
H 0.78555 1.29727 -2.62342
H 0.56115 2.34040 -3.74965
O 0.04492 4.40918 -2.29325
H 0.07316 4.20065 -1.35609
H -0.11004 5.34977 -2.38400
O -0.50328 3.67808 0.96177
H 0.33362 3.96766 1.31142
H -0.94314 2.99634 1.47776
O -3.55196 1.72800 3.97545
H -3.29276 1.03193 3.38672
H -2.97736 1.64583 4.73971
O -0.44711 -0.31719 0.31219
H -1.06066 -0.75189 -0.28947
H -0.75626 -0.54443 1.18911
O 4.51443 0.93821 -0.97404
H 4.94248 1.53168 -0.36055
H 4.85862 0.93169 -1.86198
O -1.52330 -2.71591 -3.81773
H -2.31207 -2.17022 -3.63531
H -1.74044 -2.64129 -4.76399

---

The least stable of them is *ii*.